# 1
23
Properties=species:S:1:pos:R:3 method="wB97M-V/def2-TZVPD" total_energy_ev=-31434.6135 homo_ha="-0.2918 / -0.2918" e_above_lowest_ev=0.001 homo_lumo_gap_ev="7.88 / 7.89"
C -0.757 -2.550 -1.468
C 0.131 -1.540 -1.417
C -1.734 -2.761 -0.433
C -0.519 -1.084 0.968
C 0.213 -0.650 -0.280
C -1.665 -2.025 0.682
C 1.427 3.370 -0.407
N 2.486 2.396 -0.207
N 0.883 0.429 -0.208
O -1.079 -0.045 1.725
O 1.689 0.940 -1.060
O -3.394 0.304 2.607
O -2.583 -1.953 1.661
O 2.822 2.120 0.953
S -2.296 -0.599 2.704
H -0.811 -3.189 -2.336
H 0.790 -1.314 -2.241
H -2.542 -3.455 -0.590
H 0.219 -1.630 1.592
H 0.555 3.029 0.151
H 1.746 4.336 -0.007
H 1.191 3.460 -1.466
H 3.229 2.412 -0.927


# 2
19
Properties=species:S:1:pos:R:3 method="wB97M-V/def2-TZVPD" total_energy_ev=-23248.5555 homo_ha=-0.2994 e_above_lowest_ev=2.965 homo_lumo_gap_ev=8.75
C -1.854 0.769 -0.789
C -2.613 -0.863 0.795
C -0.880 0.054 -0.109
C 1.776 -1.296 -0.293
C 1.086 1.497 0.680
C 0.993 1.559 -0.877
C 0.558 0.463 -0.146
N -1.268 -0.892 0.789
N 1.119 -2.208 0.375
O 2.860 -1.406 -0.779
S -3.328 0.219 -0.199
H -1.870 1.530 -1.684
H -3.122 -1.476 1.468
H 2.058 1.455 1.023
H 0.482 2.119 1.282
H 0.355 2.293 -1.332
H 1.942 1.588 -1.328
H 0.189 -2.211 0.796
H 1.518 -3.194 0.329


# 3
23
Properties=species:S:1:pos:R:3 method="wB97M-V/def2-TZVPD" total_energy_ev=-30879.9845 homo_ha="-0.1451 / -0.1397" e_above_lowest_ev=2.419 homo_lumo_gap_ev="6.77 / 6.49" total_charge=-1
C -1.697 1.143 1.314
C -0.559 0.356 -2.592
C 1.644 -0.845 0.227
C 3.011 -0.128 -0.094
C -0.900 2.246 1.855
C -0.256 0.970 -0.333
C -0.763 -2.443 0.550
N -1.467 0.633 0.132
N 1.483 -2.030 -0.057
N 0.155 0.754 -1.622
O 3.813 -0.086 0.780
O -1.729 0.020 -2.596
O 2.938 0.306 -1.236
O 0.394 -2.899 -0.126
S 0.471 2.301 0.672
H -2.564 0.806 1.748
H 0.164 0.075 -3.525
H -1.488 3.258 1.773
H -0.584 2.090 2.881
H -0.929 -1.339 0.384
H -0.668 -2.935 1.556
H -1.658 -2.956 0.019
H 1.187 0.704 -1.710


# 4
23
Properties=species:S:1:pos:R:3 method="wB97M-V/def2-TZVPD" total_energy_ev=-22093.3771 homo_ha=-0.1544 e_above_lowest_ev=1.237 homo_lumo_gap_ev=7.42 total_charge=-1
C -0.412 -0.238 0.189
C -2.631 -1.663 -0.713
C 1.962 -0.859 1.138
C 1.782 0.526 0.433
C 0.790 2.198 -1.588
C 1.166 -1.971 0.419
C -2.510 0.889 0.262
N -1.749 -0.156 -0.014
N 0.340 0.729 0.217
N -3.177 1.666 0.820
O -2.609 -1.478 -1.909
O -3.868 2.596 1.026
O -2.865 -2.483 0.122
O 1.681 1.642 -2.182
O -0.206 -1.569 0.306
H 3.049 -1.088 1.079
H 1.453 -0.674 2.145
H 2.092 1.344 1.014
H 2.350 0.538 -0.489
H -0.366 2.138 -1.937
H 0.742 3.006 -0.837
H 1.683 -2.197 -0.529
H 1.303 -2.893 1.032